The following is a DFT calculation (the ωB97M-V functional and the def2-TZVPD basis) of 14 unconnected molecules or ions with the total composition C8H24B2O28 in a non-equilibrium geometry.

XYZ file:
```
62
Properties=species:S:1:pos:R:3:forces:R:3:lowdin_charge:R:1
O -19.515 5.880 -9.640 -0.6 2.7 -1.3 0.11
C -19.862 7.032 -9.917 0.0 -2.2 2.2 -0.35
O -19.095 8.068 -10.203 0.6 -0.6 -0.5 0.24
B -19.849 9.306 -10.283 -0.2 -0.2 -0.4 -0.90
O -21.184 8.918 -9.842 -1.8 -1.1 0.9 0.20
C -21.321 7.586 -9.678 -1.9 -1.1 -0.9 -0.30
O -22.369 6.913 -9.516 3.6 2.7 -0.3 0.07
O -20.010 9.809 -11.700 -0.4 -0.3 0.2 0.22
C -19.889 11.100 -11.725 2.0 2.3 -1.9 -0.38
O -19.970 11.852 -12.710 -0.4 -1.8 2.5 0.07
C -19.258 11.527 -10.326 -0.5 2.2 1.6 -0.30
O -19.254 10.415 -9.551 0.1 1.0 -0.9 0.23
O -18.947 12.668 -9.946 -0.7 -3.5 -1.4 0.09
O -13.103 7.358 -5.391 -4.3 -1.3 0.5 0.07
C -14.280 6.925 -5.246 4.5 0.9 -0.5 -0.34
O -15.047 7.095 -4.183 -0.9 -0.1 -0.8 0.21
B -16.388 6.468 -4.505 -0.6 0.6 0.5 -0.78
O -16.085 5.570 -5.632 -2.0 0.2 0.8 0.24
C -14.969 5.885 -6.187 2.8 -2.2 -2.8 -0.37
O -14.474 5.254 -7.152 -1.3 2.5 2.9 0.08
O -17.006 5.776 -3.350 1.0 -1.4 0.3 0.22
C -18.178 6.202 -2.974 -1.7 1.1 2.6 -0.33
O -18.838 5.865 -1.954 2.2 0.9 -3.9 0.06
C -18.433 7.431 -3.961 -3.8 1.9 -0.1 -0.35
O -17.437 7.500 -4.808 0.8 -0.4 0.0 0.22
O -19.429 8.194 -3.992 3.1 -2.5 0.5 0.07
O -15.712 7.981 -13.851 0.2 0.1 -0.2 -0.06
H -16.594 7.698 -14.092 -0.3 0.0 0.0 0.03
H -15.604 7.684 -12.947 0.0 0.0 0.3 0.03
O -20.052 -0.093 -12.847 0.1 -0.2 -0.2 -0.06
H -20.795 -0.313 -12.286 -0.2 -0.1 0.1 0.03
H -19.885 0.833 -12.672 0.1 0.3 0.1 0.03
O -20.758 0.600 -6.314 -0.2 -0.3 0.0 -0.06
H -19.986 0.846 -5.804 0.2 0.1 0.1 0.03
H -20.832 1.282 -6.981 0.0 0.2 -0.2 0.03
O -25.364 8.330 -5.044 -0.3 -0.1 0.2 -0.06
H -24.444 8.574 -4.943 0.3 0.0 0.1 0.04
H -25.495 8.276 -5.991 0.0 0.0 -0.3 0.03
O -24.802 11.003 -12.525 -0.3 0.1 -0.2 -0.06
H -24.286 10.322 -12.095 0.2 -0.2 0.1 0.03
H -24.769 11.746 -11.922 0.1 0.2 0.1 0.03
O -19.451 16.174 -17.915 0.2 0.0 -0.2 -0.05
H -20.011 16.916 -18.143 -0.1 0.2 -0.1 0.02
H -19.850 15.805 -17.127 0.0 -0.2 0.2 0.03
O -27.153 7.022 -11.157 -0.2 0.0 -0.2 -0.06
H -26.695 6.356 -10.644 0.2 -0.2 0.1 0.03
H -27.154 7.798 -10.597 0.1 0.2 0.1 0.03
O -19.406 11.286 -17.819 0.2 -0.1 -0.1 -0.05
H -19.840 11.640 -17.042 -0.1 0.0 0.3 0.03
H -20.025 11.442 -18.532 -0.1 0.0 -0.2 0.02
O -26.421 4.046 -5.353 0.0 -0.2 -0.2 -0.05
H -27.256 3.747 -4.992 -0.2 -0.1 0.1 0.02
H -26.267 4.893 -4.934 0.2 0.3 0.1 0.03
O -13.870 14.890 -8.566 0.1 -0.1 0.2 -0.05
H -13.269 15.473 -9.030 0.1 0.1 -0.2 0.02
H -14.737 15.266 -8.721 -0.3 0.0 -0.1 0.03
O -14.467 17.626 -11.817 0.2 0.1 0.1 -0.06
H -15.319 17.797 -11.415 -0.2 0.0 0.1 0.03
H -14.676 17.289 -12.688 0.0 -0.2 -0.2 0.03
O -25.973 1.665 -9.338 -0.2 -0.1 -0.3 -0.06
H -25.384 2.339 -8.999 0.2 0.2 0.1 0.03
H -26.056 1.037 -8.620 0.0 -0.1 0.2 0.03
```
Positions in Å, forces in eV/Å.

## Properties
* 2S+1: 1
* F_max: 0.08948 Eh/bohr
* M: 589.88 g/mol
* HOMO level: -5.62 eV
* relative energy (zero: lowest compared OMol25 entry of this formula, charge and spin): 4.243 eV
* net charge: -2
* gap between HOMO and LUMO: 8.70 eV
* lowest unoccupied orbital energy: 3.08 eV
* calculated total energy: -67381.436 eV

=====

The following is a DFT calculation (the ωB97M-V functional and the def2-TZVPD basis) of a molecular structure, C44H37F2N4O2P2Tc.

XYZ file:
```
92
Properties=species:S:1:pos:R:3:forces:R:3:lowdin_charge:R:1
Tc -0.237 -2.478 0.257 0.0 -0.3 0.1 1.42
O 2.161 2.382 1.368 -0.1 0.0 -0.1 0.06
C 1.198 2.793 2.240 0.0 0.0 0.1 -0.26
C 1.476 3.960 2.948 -0.1 -0.1 0.0 0.00
C 0.590 4.420 3.902 0.0 0.0 0.0 -0.06
C -0.581 3.721 4.177 0.0 0.0 0.0 -0.07
C -0.869 2.577 3.463 0.0 0.0 0.0 -0.03
C -0.001 2.110 2.471 0.2 0.1 -0.1 -0.11
C -0.412 0.933 1.696 -0.2 -0.2 -0.1 -0.29
O -0.194 1.034 0.282 -0.3 0.1 0.3 -0.19
N -1.019 -0.056 2.201 0.4 0.4 -0.1 0.12
N -1.403 -1.065 1.356 -0.1 0.1 -0.2 -0.17
C -2.665 -1.481 1.582 -0.1 0.0 0.0 -0.12
C -3.130 -2.572 0.836 -0.2 0.0 0.1 -0.29
C -4.455 -3.065 0.853 0.1 0.0 0.0 -0.02
C -4.781 -4.122 0.052 0.0 0.0 0.0 -0.06
C -3.796 -4.709 -0.765 0.0 0.0 0.0 -0.05
C -2.518 -4.214 -0.721 0.0 -0.1 -0.1 -0.11
N -2.185 -3.166 0.051 -0.1 0.0 0.1 -0.06
H 1.991 1.490 1.048 0.0 -0.1 -0.1 0.08
H 2.408 4.469 2.751 0.0 0.0 0.0 0.12
H 0.822 5.322 4.450 0.0 0.0 0.0 0.11
H -1.265 4.073 4.935 0.0 0.0 0.0 0.11
H -1.782 2.027 3.643 0.0 0.0 0.0 0.12
H -3.278 -0.969 2.312 0.0 0.0 0.0 0.13
H -5.186 -2.599 1.498 0.0 0.0 0.0 0.12
H -5.789 -4.512 0.051 0.0 0.0 0.0 0.11
H -4.025 -5.546 -1.405 0.0 0.0 0.0 0.11
H -1.707 -4.645 -1.290 0.0 0.0 0.0 0.11
C 1.611 -3.293 -2.129 0.1 0.0 -0.1 -0.21
P 2.060 -2.421 -0.569 -0.2 -0.1 0.2 1.07
C 3.049 -3.152 0.733 0.1 0.0 -0.1 -0.28
C 4.406 -3.053 0.888 0.0 0.0 0.0 -0.08
C 5.018 -3.339 2.116 0.0 0.0 0.0 -0.04
C 4.228 -3.650 3.252 -0.1 0.0 0.0 -0.08
C 2.881 -3.745 3.159 0.1 0.0 0.0 -0.02
C 2.163 -3.587 1.861 -0.1 0.1 0.0 -0.33
C 3.016 -1.058 -1.273 -0.1 0.0 0.0 -0.32
C 2.524 0.238 -1.283 0.0 0.1 0.0 -0.08
C 3.254 1.259 -1.874 0.0 0.0 0.0 -0.05
C 4.475 0.985 -2.467 0.0 0.0 0.0 -0.06
C 4.960 -0.316 -2.486 0.0 0.0 0.0 -0.06
C 4.228 -1.336 -1.905 0.0 0.0 0.1 -0.10
C 0.584 -2.307 -2.608 0.0 0.0 0.1 -0.39
C 0.427 -1.653 -3.804 0.0 0.0 0.0 -0.03
C -0.573 -0.673 -3.601 -0.1 -0.1 0.0 -0.04
C -0.981 -0.779 -2.290 -0.1 0.1 0.0 -0.36
C -2.031 -0.006 -1.566 -0.1 0.0 0.0 -0.17
P -1.387 1.446 -0.715 0.1 -0.1 0.2 1.03
C -0.648 2.607 -1.832 -0.2 -0.1 -0.2 -0.28
C -1.320 2.851 -3.032 0.1 0.0 0.0 -0.06
C -0.851 3.827 -3.891 0.0 0.0 0.0 -0.05
C 0.274 4.568 -3.547 -0.1 0.0 0.0 -0.05
C 0.926 4.336 -2.347 0.0 0.0 0.0 -0.06
C 0.471 3.353 -1.482 0.0 0.0 0.2 -0.08
C -2.688 2.269 0.180 0.1 -0.1 0.1 -0.27
C -2.520 3.605 0.545 0.1 0.0 0.0 -0.06
C -3.495 4.242 1.289 0.0 0.0 0.0 -0.05
C -4.639 3.552 1.665 0.0 0.0 0.0 -0.05
C -4.815 2.226 1.300 0.0 0.0 0.0 -0.05
C -3.839 1.578 0.561 0.0 0.0 0.0 -0.06
N -0.277 -1.769 -1.663 0.4 -0.4 -0.3 -0.12
H 1.225 -4.284 -1.904 0.0 0.0 0.0 0.07
H 2.449 -3.353 -2.824 0.0 0.0 0.0 0.10
H 5.030 -2.710 0.074 0.0 0.0 0.1 0.09
H 6.091 -3.263 2.205 0.0 0.0 0.0 0.11
H 4.716 -3.800 4.205 0.0 0.0 0.0 0.11
H 2.280 -3.980 4.028 0.0 0.0 0.1 0.12
H 1.692 -4.547 1.603 0.0 0.0 0.0 0.15
H 1.544 0.434 -0.873 0.0 0.0 0.0 0.07
H 2.861 2.266 -1.887 0.0 0.0 0.0 0.09
H 5.044 1.779 -2.930 0.0 0.0 0.0 0.11
H 5.906 -0.537 -2.962 0.0 0.0 0.0 0.11
H 4.606 -2.351 -1.948 0.0 0.0 -0.1 0.11
H 0.965 -1.854 -4.713 0.0 0.0 -0.1 0.11
H -0.972 0.006 -4.336 0.0 0.0 0.0 0.10
H -2.508 -0.626 -0.808 -0.1 0.0 0.0 0.06
H -2.818 0.346 -2.238 0.0 0.0 0.0 0.12
H -2.204 2.286 -3.300 0.0 0.0 0.0 0.11
H -1.361 4.012 -4.825 0.0 0.0 0.0 0.12
H 0.637 5.334 -4.218 0.0 0.0 0.0 0.12
H 1.792 4.925 -2.078 0.0 0.0 0.0 0.12
H 0.977 3.184 -0.536 0.0 0.0 -0.1 0.10
H -1.630 4.145 0.246 0.0 0.0 0.0 0.12
H -3.365 5.276 1.575 0.0 0.0 0.0 0.12
H -5.404 4.055 2.241 0.0 0.0 0.0 0.12
H -5.712 1.697 1.588 0.0 0.0 0.0 0.11
H -3.980 0.542 0.285 0.0 0.0 0.0 0.09
F 0.211 -4.390 -0.004 0.0 0.0 -0.2 -0.47
C 1.001 -2.589 1.920 0.3 0.0 0.2 -0.33
F -0.134 -3.224 2.475 -0.2 0.0 -0.1 -0.07
H 1.204 -1.694 2.513 0.0 -0.1 0.0 0.11
```
Positions in Å, forces in eV/Å.

## Properties
* 2S+1: 4
* F_max: 0.01234 Eh/bohr
* M: 851.75 g/mol
* HOMO level (alpha / beta): -8.49 / -10.18 eV
* net charge: +1
* gap between HOMO and LUMO (alpha / beta): 5.88 / 6.91 eV
* lowest unoccupied orbital energy (alpha / beta): -2.61 / -3.27 eV
* calculated total energy: -82488.478 eV

=====

The following is a DFT calculation (the ωB97M-V functional and the def2-TZVPD basis) of a molecular structure, C29H32F3N5O3P2S2V in a non-equilibrium geometry.

XYZ file:
```
77
Properties=species:S:1:pos:R:3:forces:R:3:lowdin_charge:R:1
V 0.158 0.286 -0.152 -2.8 2.5 -1.5 0.28
N -2.887 -3.260 0.659 0.1 -0.1 0.5 0.06
C -1.809 -2.512 0.281 0.3 -0.4 -1.1 -0.92
S -1.471 -2.449 -1.378 0.0 -0.4 -0.2 0.67
N -1.113 -1.983 1.261 -0.8 -0.7 1.9 -0.02
N -0.076 -1.181 1.065 0.8 -1.4 1.1 -0.15
C 0.971 -1.397 1.832 -1.2 -0.8 0.2 -0.09
C 2.120 -0.615 1.598 1.3 0.5 -0.1 -0.26
C 3.341 -0.773 2.273 -0.6 -0.1 -0.2 0.01
C 4.430 -0.042 1.864 -0.1 0.3 -0.3 -0.04
C 4.287 0.829 0.783 0.0 -0.2 0.2 -0.02
C 3.048 0.958 0.189 0.7 0.3 -0.2 -0.11
N 1.982 0.278 0.590 1.7 -0.3 1.1 -0.06
H -3.283 -3.856 -0.047 0.0 0.1 0.0 0.08
H -2.946 -3.561 1.617 0.0 0.0 0.1 0.09
H 0.958 -2.206 2.556 -0.1 0.0 0.0 0.14
H 3.401 -1.474 3.091 0.0 -0.1 0.1 0.12
H 5.384 -0.143 2.358 0.1 0.0 0.1 0.11
H 5.135 1.386 0.421 0.0 0.1 -0.1 0.11
H 2.907 1.611 -0.664 -0.1 0.1 0.1 0.10
F 3.139 1.816 -3.949 0.0 0.0 0.1 0.11
C 2.797 0.624 -4.468 0.1 0.3 -0.3 -0.60
F 1.896 0.862 -5.436 -0.2 0.0 0.1 0.14
F 3.902 0.179 -5.098 0.1 -0.3 0.0 0.12
C 2.329 -0.349 -3.432 0.0 -0.3 0.1 -0.11
C 2.863 -1.627 -3.409 -0.3 0.3 0.2 0.01
C 2.496 -2.493 -2.388 0.0 0.1 0.0 -0.03
C 1.611 -2.047 -1.425 0.3 -0.6 -0.2 -0.16
N 1.049 -0.847 -1.469 1.4 -1.1 -1.8 -0.16
C 1.386 0.011 -2.451 0.4 -0.3 -0.2 -0.66
S 0.622 1.517 -2.260 -0.3 0.9 -0.2 0.74
H 3.571 -1.923 -4.168 0.1 -0.1 0.0 0.12
H 2.910 -3.485 -2.342 0.0 -0.1 0.1 0.11
H 1.342 -2.685 -0.593 -0.1 0.1 -0.1 0.10
C -2.980 0.781 1.461 0.0 -0.1 -0.2 -0.24
P -2.412 0.609 -0.290 -1.2 0.2 0.3 0.99
C -3.127 2.151 -1.005 0.3 0.1 0.0 -0.35
C -4.508 2.343 -1.027 0.0 0.1 0.0 -0.08
C -5.058 3.419 -1.698 -0.1 0.0 0.1 -0.07
C -4.239 4.335 -2.342 0.1 0.1 0.0 -0.08
C -2.866 4.182 -2.280 0.0 0.2 -0.1 -0.08
C -2.315 3.096 -1.619 0.0 -0.2 -0.1 -0.15
C -3.759 -0.463 -0.933 0.0 -0.1 0.0 -0.44
C -4.663 -1.133 -0.119 0.1 0.3 -0.1 -0.13
C -5.693 -1.874 -0.677 -0.2 -0.1 -0.1 -0.09
C -5.832 -1.950 -2.049 -0.1 -0.1 0.1 -0.09
C -4.933 -1.284 -2.866 0.1 0.1 -0.1 -0.08
C -3.904 -0.547 -2.315 -0.1 -0.1 0.0 -0.14
H -4.027 1.083 1.508 0.0 -0.1 0.0 0.05
H -2.376 1.532 1.959 -0.1 0.0 0.1 0.00
H -2.836 -0.173 1.971 0.0 0.0 0.0 0.03
H -5.160 1.630 -0.542 0.0 -0.1 0.0 0.11
H -6.133 3.530 -1.733 0.0 0.0 0.0 0.10
H -4.671 5.156 -2.896 0.0 0.1 0.0 0.10
H -2.219 4.896 -2.769 0.1 0.1 -0.1 0.11
H -1.243 2.960 -1.613 -0.1 0.0 0.0 0.00
H -4.576 -1.095 0.955 0.0 0.0 0.0 0.09
H -6.389 -2.384 -0.026 -0.1 -0.1 0.0 0.10
H -6.632 -2.527 -2.487 -0.1 -0.1 0.0 0.10
H -5.036 -1.344 -3.938 0.0 0.0 -0.2 0.10
H -3.195 -0.045 -2.959 0.1 0.0 -0.1 0.12
C -1.584 4.174 1.636 -0.2 0.2 -0.3 -0.11
O -0.886 3.145 2.306 0.6 -1.0 -0.2 -0.33
P 0.153 2.097 1.540 -0.1 1.7 1.4 0.79
O 1.435 3.043 1.303 0.0 0.0 -0.1 -0.30
C 1.492 3.966 0.223 0.0 0.2 -0.2 -0.12
O 0.740 1.463 2.886 0.1 -0.1 0.1 -0.30
C -0.076 0.829 3.859 -0.2 -0.1 0.2 -0.10
H -0.979 5.082 1.632 0.0 0.1 0.0 0.08
H -2.509 4.361 2.185 0.1 0.0 -0.1 0.10
H -1.822 3.892 0.608 -0.1 0.1 0.1 0.06
H 2.528 4.010 -0.116 -0.1 0.0 0.0 0.09
H 1.190 4.957 0.573 0.0 -0.1 0.0 0.09
H 0.860 3.663 -0.617 0.1 0.0 0.1 0.03
H 0.610 0.442 4.614 -0.1 0.0 0.0 0.10
H -0.649 0.001 3.430 0.0 0.0 0.0 0.07
H -0.758 1.548 4.317 0.1 0.0 0.0 0.09
```
Positions in Å, forces in eV/Å.

## Properties
* 2S+1: 4
* F_max: 0.07868 Eh/bohr
* M: 732.63 g/mol
* HOMO level (alpha / beta): -6.83 / -7.03 eV
* relative energy (zero: lowest compared OMol25 entry of this formula, charge and spin): 1.850 eV
* gap between HOMO and LUMO (alpha / beta): 6.44 / 6.02 eV
* lowest unoccupied orbital energy (alpha / beta): -0.39 / -1.00 eV
* calculated total energy: -118275.798 eV